1.
Here is a cluster of 2 separate species, C3H7S in total at a distorted geometry from the Open Molecules 2025 dataset. Energies are from ωB97M-V with the def2-TZVPD basis set.

Geometry (Å):
S 0.50 -2.75 1.53
H 0.13 -2.23 2.73
C 0.90 1.09 -0.48
C -0.43 0.61 -0.93
C -1.16 -0.22 -0.20
H 0.99 2.18 -0.57
H 1.11 0.80 0.55
H 1.79 0.70 -0.99
H -0.72 0.88 -1.94
H -2.20 -0.40 -0.46
H -0.92 -0.66 0.77

Computed properties:
**HOMO**: -2.4594 eV
**ΔE to the lowest compared entry with this formula, charge and spin**: 0.772 eV
**E_LUMO**: 4.075 eV
**F_max**: 0.0323 hartree/bohr
**Total charge**: -1

***

2.
Here is the ion CH3FNO2S with charge -1 at a distorted geometry from the Open Molecules 2025 dataset. Energies are from ωB97M-V with the def2-TZVPD basis set.

Geometry (Å):
N 0.28 0.12 -0.46
S -1.04 -0.87 0.02
O -1.48 -1.76 -1.03
O -0.45 -1.51 1.16
C -2.15 0.37 0.76
F -2.05 1.40 -0.25
H 0.17 0.73 -1.26
H 0.56 0.47 0.45
H -3.13 0.12 0.55

Computed properties:
**Structure (SMILES)**: N[S@@](=O)([O-])=CF
**HOMO**: -2.9589 eV
**ΔE to the lowest compared entry with this formula, charge and spin**: 2.707 eV
**E_LUMO**: 4.123 eV
**F_max**: 0.0578 hartree/bohr
**Total charge**: -1

***

3.
Here is a cluster of 2 separate species, C6H10O in total from the Open Molecules 2025 dataset. Energies are from ωB97M-V with the def2-TZVPD basis set.

Geometry (Å):
C -0.81 -1.33 -0.44
C -0.38 -0.45 0.72
C 1.11 -0.49 1.17
C 1.22 1.02 0.93
O 1.60 1.29 -0.44
C 0.36 1.40 -0.92
C -0.24 1.09 0.46
H -1.82 -1.09 -0.76
H -0.78 -2.39 -0.14
H -0.15 -1.21 -1.31
H -1.04 -0.61 1.57
H 1.25 -0.79 2.21
H 1.79 -1.07 0.53
H 1.73 1.67 1.64
H -1.62 0.47 -3.32
H -1.11 0.78 -2.87
H -1.02 1.76 0.84

Computed properties:
**HOMO**: -8.4922 eV
**ΔE to the lowest compared entry with this formula, charge and spin**: 4.610 eV
**E_LUMO**: 0.876 eV
**F_max**: 0.0060 hartree/bohr